DFT (ωB97M-V with the def2-TZVPD basis set) results for 9 unconnected molecules or ions with the total composition C65H144F3N8O3S in a non-equilibrium geometry.

Structure (ORCA input):
```
! RIJCOSX wB97M-V def2-TZVPD def2/J DEFGRID3
* xyz 7 1
C 2.26 -0.95 -4.34
C 1.19 -1.84 -3.94
C 1.65 -3.24 -3.47
N 0.45 -4.19 -2.98
C -0.11 -3.68 -1.66
C -0.67 -4.30 -4.05
C -1.34 -5.69 -3.74
C -0.27 -6.58 -2.96
C 0.99 -5.64 -2.85
H 1.94 -0.11 -4.97
H 3.03 -1.50 -4.89
H 2.68 -0.64 -3.39
H 0.56 -1.95 -4.82
H 0.66 -1.33 -3.12
H 2.34 -3.44 -2.65
H 2.02 -3.82 -4.33
H 0.77 -3.51 -1.03
H -0.80 -4.36 -1.16
H -0.69 -2.79 -1.92
H -1.39 -3.48 -3.96
H -0.21 -4.34 -5.04
H -2.17 -5.59 -3.04
H -1.69 -6.15 -4.67
H -0.62 -7.04 -2.04
H -0.02 -7.42 -3.60
H 1.67 -5.77 -2.00
H 1.68 -5.83 -3.67
C -3.00 -3.18 1.94
C -3.96 -4.30 1.92
C -4.98 -4.12 3.11
N -5.83 -5.39 3.42
C -6.57 -5.90 2.19
C -6.87 -5.01 4.54
C -6.46 -5.85 5.73
C -5.62 -6.99 5.21
C -4.92 -6.47 4.02
H -2.45 -3.16 2.88
H -3.69 -2.34 1.82
H -2.24 -3.28 1.17
H -3.36 -5.20 2.05
H -4.47 -4.23 0.97
H -5.72 -3.34 2.92
H -4.53 -3.78 4.04
H -7.18 -5.09 1.77
H -7.31 -6.67 2.40
H -5.92 -6.40 1.47
H -7.86 -5.30 4.19
H -6.79 -3.94 4.71
H -7.28 -6.23 6.34
H -5.81 -5.29 6.40
H -6.27 -7.85 5.00
H -5.01 -7.28 6.06
H -4.74 -7.14 3.17
H -3.99 -5.97 4.26
C 1.42 5.79 -7.89
C 0.68 4.50 -8.12
C 0.73 3.66 -6.82
N -0.15 2.34 -6.87
C 0.50 1.47 -7.97
C -1.62 2.57 -7.21
C -2.42 1.78 -6.19
C -1.65 1.81 -4.91
C -0.21 1.53 -5.45
H 0.85 6.33 -7.14
H 1.30 6.44 -8.76
H 2.47 5.69 -7.63
H 1.16 3.98 -8.95
H -0.27 4.81 -8.57
H 0.25 4.05 -5.92
H 1.75 3.41 -6.53
H 1.54 1.42 -7.67
H 0.37 2.03 -8.90
H 0.16 0.44 -8.07
H -1.86 2.43 -8.27
H -1.79 3.62 -6.95
H -2.57 0.75 -6.52
H -3.47 2.04 -6.02
H -1.91 0.97 -4.25
H -1.74 2.74 -4.36
H -0.02 0.49 -5.70
H 0.56 1.87 -4.75
C 0.19 -1.68 5.12
C 1.12 -1.69 6.40
C 0.33 -1.91 7.71
N 1.19 -1.77 9.00
C 1.92 -0.45 9.21
C 0.29 -1.94 10.30
C 1.18 -2.41 11.39
C 2.23 -3.22 10.69
C 2.15 -2.88 9.18
H -0.67 -1.02 5.26
H -0.23 -2.68 5.09
H 0.66 -1.44 4.17
H 1.52 -0.68 6.39
H 1.94 -2.40 6.33
H -0.24 -2.83 7.61
H -0.37 -1.09 7.82
H 1.19 0.36 9.21
H 2.63 -0.33 8.40
H 2.60 -0.48 10.06
H -0.08 -0.96 10.62
H -0.56 -2.56 10.02
H 1.60 -1.51 11.84
H 0.48 -2.98 11.99
H 3.20 -2.88 11.06
H 2.11 -4.28 10.91
H 3.18 -2.66 8.90
H 1.82 -3.70 8.54
C 6.28 8.13 -3.62
C 5.65 6.86 -3.93
C 4.60 6.49 -2.78
N 3.74 5.27 -3.20
C 3.23 5.48 -4.64
C 2.61 4.86 -2.16
C 2.65 3.37 -1.81
C 3.53 2.81 -2.86
C 4.55 3.95 -3.14
H 5.53 8.89 -3.39
H 6.93 8.51 -4.41
H 6.85 7.98 -2.70
H 6.36 6.05 -4.08
H 5.20 6.88 -4.93
H 3.83 7.25 -2.66
H 5.03 6.42 -1.78
H 2.95 6.52 -4.83
H 2.37 4.82 -4.78
H 3.96 5.21 -5.40
H 1.68 5.13 -2.66
H 2.80 5.50 -1.29
H 1.60 3.13 -1.95
H 3.01 3.08 -0.83
H 3.01 2.63 -3.80
H 4.15 1.97 -2.55
H 5.24 3.70 -3.95
H 5.15 4.02 -2.24
C -4.25 1.97 -0.89
C -4.22 0.51 -1.31
C -4.76 0.34 -2.80
N -5.12 -1.08 -3.28
C -5.63 -1.15 -4.79
C -3.80 -1.92 -3.24
C -3.96 -2.65 -1.90
C -5.40 -3.01 -1.87
C -6.13 -1.78 -2.34
H -3.74 2.67 -1.55
H -3.68 2.16 0.02
H -5.25 2.40 -0.88
H -4.69 -0.14 -0.58
H -3.17 0.20 -1.36
H -4.06 0.75 -3.52
H -5.66 0.94 -2.96
H -6.56 -0.60 -4.87
H -5.67 -2.19 -5.12
H -4.86 -0.61 -5.35
H -3.87 -2.67 -4.03
H -2.94 -1.28 -3.40
H -3.31 -3.53 -1.86
H -3.58 -2.08 -1.05
H -5.64 -4.00 -2.27
H -5.67 -3.20 -0.83
H -7.07 -1.96 -2.88
H -6.44 -1.14 -1.52
C -2.51 1.23 4.27
C -1.93 2.58 3.86
C -2.10 2.91 2.38
N -1.38 4.20 1.89
C -1.83 5.41 2.70
C -1.66 4.49 0.39
C -0.45 5.22 -0.18
C 0.66 5.11 0.86
C 0.14 4.23 1.99
H -1.86 0.47 3.84
H -3.49 1.07 3.84
H -2.69 1.19 5.35
H -0.87 2.59 4.10
H -2.42 3.44 4.32
H -3.15 3.04 2.13
H -1.86 2.00 1.84
H -1.28 5.32 3.63
H -2.91 5.51 2.80
H -1.48 6.29 2.15
H -2.56 5.09 0.35
H -1.82 3.50 -0.05
H -0.76 6.25 -0.35
H -0.12 4.76 -1.11
H 0.88 6.05 1.35
H 1.56 4.57 0.58
H 0.68 4.37 2.93
H 0.42 3.22 1.70
C 9.19 -1.17 1.76
C 7.79 -1.11 1.21
C 6.97 0.10 1.69
N 5.44 -0.08 1.49
C 5.23 -0.47 -0.02
C 4.68 1.19 1.85
C 3.26 0.68 2.15
C 3.43 -0.62 2.75
C 4.86 -1.05 2.49
H 9.68 -2.12 1.56
H 9.22 -0.98 2.83
H 9.82 -0.38 1.34
H 7.23 -2.04 1.33
H 7.83 -0.97 0.13
H 7.28 0.92 1.04
H 7.24 0.39 2.71
H 5.44 -1.53 -0.10
H 6.01 0.02 -0.60
H 4.30 -0.12 -0.46
H 4.66 1.90 1.02
H 5.12 1.55 2.78
H 2.64 0.58 1.26
H 2.65 1.42 2.67
H 2.66 -1.24 2.29
H 3.23 -0.32 3.78
H 4.78 -2.09 2.18
H 5.41 -1.03 3.44
C -0.55 -0.45 0.80
F -0.20 0.09 2.01
F 0.00 -1.66 0.74
F -1.89 -0.58 0.60
S 0.25 0.62 -0.67
O 1.57 0.10 -0.94
O -0.59 0.48 -1.87
O 0.23 2.03 -0.23
*
```

Values from the calculation:
HOMO-LUMO gap   0.3946 hartree
Relative energy (zero: lowest compared OMol25 entry of this formula, charge and spin)   76.2 kcal per mole
E_tot   -106714.7909 eV
HOMO   -22.431 eV
E_LUMO   -11.694 eV


DFT (ωB97M-V with the def2-TZVPD basis set) results for a gas-phase ion, C6H13N4O (charge +1) in a non-equilibrium geometry.

Structure (ORCA input):
```
! RIJCOSX wB97M-V def2-TZVPD def2/J DEFGRID3
* xyz 1 3
C 1.12 1.38 -0.05
C -1.22 0.79 0.91
C 2.54 -0.68 -0.02
C 0.30 1.01 1.21
C -1.69 -0.47 0.05
C -2.64 0.04 -1.07
N 1.85 0.36 -0.74
N 1.63 -1.87 0.06
N -0.45 -1.00 -0.52
N 0.34 -1.72 0.19
O 1.01 2.45 -0.61
H -1.47 0.81 1.98
H -1.55 1.60 0.33
H 3.46 -0.81 -0.52
H 2.74 -0.40 1.00
H 0.46 1.83 1.77
H -2.00 -1.38 0.51
H -3.25 -0.83 -1.31
H -2.14 0.46 -2.04
H -3.31 0.83 -0.60
H 1.91 0.48 -1.74
H 1.89 -2.53 0.74
H -0.07 -0.40 -1.39
H 0.52 0.09 1.87
*
```

Values from the calculation:
HOMO-LUMO gap (alpha / beta)   0.3464 / 0.2475 hartree
<S²>   2.01
Relative energy (zero: lowest compared OMol25 entry of this formula, charge and spin)   46.3 kcal per mole
E_tot   -14428.0825 eV
HOMO (alpha / beta)   -12.264 / -14.168 eV
E_LUMO (alpha / beta)   -2.837 / -7.433 eV


DFT (ωB97M-V with the def2-TZVPD basis set) results for a gas-phase ion, C6H8N (charge +1) in a non-equilibrium geometry.

Structure (ORCA input):
```
! RIJCOSX wB97M-V def2-TZVPD def2/J DEFGRID3
* xyz 1 1
C -1.38 0.54 1.72
C -1.59 1.33 0.62
C -0.85 1.75 -0.52
C 0.26 1.23 -1.15
C 0.73 -0.07 -0.91
N 1.04 -1.18 -0.88
C 1.70 -2.32 -0.46
H -0.43 0.05 2.00
H -2.15 0.31 2.49
H -2.50 1.92 0.70
H -1.08 2.73 -0.94
H 0.62 1.95 -1.94
H 2.51 -2.22 0.23
H 2.07 -3.05 -1.16
H 1.05 -2.97 0.20
*
```

Values from the calculation:
HOMO-LUMO gap   0.3108 hartree
Structure (SMILES)   C=C/C=C\C#[N+]C
Relative energy (zero: lowest compared OMol25 entry of this formula, charge and spin)   86.0 kcal per mole
E_tot   -7831.9577 eV
HOMO   -13.881 eV
E_LUMO   -5.424 eV


DFT (ωB97M-V with the def2-TZVPD basis set) results for 2 unconnected molecules or ions with the total composition C12H17N in a non-equilibrium geometry.

Structure (ORCA input):
```
! RIJCOSX wB97M-V def2-TZVPD def2/J DEFGRID3
* xyz 0 1
C -0.19 -3.01 -0.57
C 0.81 -1.96 -0.30
C 1.78 -1.89 0.65
N 2.05 -0.50 0.90
C 1.56 0.16 -0.19
C 1.85 1.50 -0.68
C 1.09 1.96 -1.70
C 0.20 1.10 -2.45
C 0.14 -0.23 -2.18
C 0.77 -0.65 -0.97
H 0.17 -3.97 -0.96
H -0.90 -2.71 -1.34
H -0.79 -3.34 0.29
H 2.01 -2.64 1.39
H 2.99 -0.22 1.14
H 2.72 1.98 -0.26
H 1.12 2.97 -2.09
H -0.42 1.55 -3.21
H -0.49 -0.91 -2.75
C -1.71 1.93 0.50
C -2.00 0.79 1.50
C -0.78 0.10 2.12
H -1.23 1.50 -0.38
H -1.15 2.76 0.93
H -2.66 2.47 0.35
H -2.51 1.29 2.35
H -2.79 0.21 1.02
H -0.09 -0.28 1.37
H -0.29 0.74 2.85
H -1.28 -0.71 2.66
*
```

Values from the calculation:
HOMO-LUMO gap   0.3389 hartree
Structure (SMILES)   Cc1c[nH]c2ccccc12.CCC
Relative energy (zero: lowest compared OMol25 entry of this formula, charge and spin)   33.8 kcal per mole
E_tot   -14208.8735 eV
HOMO   -8.270 eV
E_LUMO   0.951 eV


DFT (ωB97M-V with the def2-TZVPD basis set) results for a molecular structure, C42H36I2N4O4P2TeTi.

Structure (ORCA input):
```
! RIJCOSX wB97M-V def2-TZVPD def2/J DEFGRID3
* xyz 2 1
Ti 0.46 -0.37 1.63
O -3.15 -1.83 3.16
C -1.92 -1.68 2.78
O -1.45 -0.59 2.42
C -1.01 -2.84 2.78
C -1.17 -4.09 3.34
C -0.07 -4.95 3.33
C 1.14 -4.52 2.80
C 1.20 -3.24 2.26
N 0.15 -2.45 2.25
C 2.44 -2.51 1.79
O 3.53 -3.01 1.77
O 2.14 -1.25 1.49
H -3.63 -0.99 3.10
H -2.11 -4.38 3.79
H -0.15 -5.93 3.77
H 2.03 -5.14 2.81
I 1.26 -0.66 4.88
C 0.67 0.98 6.11
I -1.18 1.85 5.59
H 1.44 1.73 6.04
H 0.59 0.58 7.11
Te -2.36 -0.52 -2.88
C -1.10 0.24 -4.40
C -1.65 1.09 -5.36
C -0.82 1.59 -6.35
N 0.48 1.32 -6.43
C 0.99 0.50 -5.51
C 0.24 -0.07 -4.49
C -1.15 -0.18 -1.21
P -1.13 1.13 -0.04
C -2.78 1.53 0.67
C -3.85 1.70 -0.20
C -5.11 2.03 0.29
C -5.30 2.24 1.65
C -4.22 2.12 2.52
C -2.97 1.77 2.03
C -0.76 2.73 -0.84
C -1.04 3.93 -0.19
C -0.80 5.14 -0.82
C -0.29 5.16 -2.11
C -0.04 3.97 -2.78
C -0.28 2.76 -2.15
P 0.10 -1.24 -0.72
C -0.35 -2.94 -1.12
C -1.43 -3.51 -0.44
C -1.93 -4.74 -0.82
C -1.38 -5.41 -1.90
C -0.34 -4.83 -2.62
C 0.17 -3.60 -2.23
C 1.79 -0.96 -1.33
C 2.17 0.35 -1.59
C 3.49 0.64 -1.93
C 4.43 -0.37 -1.99
C 4.07 -1.68 -1.69
C 2.76 -1.97 -1.36
H -2.69 1.38 -5.33
H -1.22 2.25 -7.11
H 2.05 0.28 -5.60
H 0.72 -0.74 -3.79
H -3.72 1.58 -1.27
H -5.93 2.15 -0.39
H -6.27 2.51 2.03
H -4.35 2.32 3.58
H -2.14 1.70 2.72
H -1.49 3.93 0.79
H -1.03 6.07 -0.31
H -0.11 6.11 -2.61
H 0.32 3.98 -3.80
H -0.12 1.84 -2.69
H -1.92 -2.96 0.35
H -2.77 -5.17 -0.29
H -1.77 -6.37 -2.21
H 0.07 -5.33 -3.49
H 0.96 -3.15 -2.82
H 1.44 1.15 -1.55
H 3.76 1.66 -2.17
H 5.45 -0.14 -2.27
H 4.80 -2.47 -1.72
H 2.50 -2.99 -1.11
C 4.03 0.79 1.81
C 2.87 1.70 1.96
N 1.56 1.43 1.98
C 0.90 2.64 2.17
C 1.81 3.63 2.26
N 3.03 3.02 2.12
H 4.01 -0.01 2.55
H 4.95 1.36 1.95
H 4.05 0.33 0.82
H -0.17 2.70 2.25
H 1.70 4.69 2.40
H 3.93 3.48 2.14
*
```

Values from the calculation:
HOMO-LUMO gap   0.1881 hartree
Relative energy (zero: lowest compared OMol25 entry of this formula, charge and spin)   0.0 kcal per mole
E_tot   -123465.4909 eV
HOMO   -12.183 eV
E_LUMO   -7.065 eV